Record 1
A single C4H7NO2 molecule, computed with ωB97M-V/def2-TZVPD.

Computed properties:
Lowest unoccupied orbital energy (alpha / beta) in eV: 0.4840 / 0.4838
Largest force on an atom in eV/Å: 0.52
Orbital gap (alpha / beta) in eV: 8.419 / 8.418

```
14
C4H7NO2 (ωB97M-V/def2-TZVPD)
C 1.82 0.49 -0.16
C 0.34 0.34 -0.06
N -0.35 -0.77 -0.11
O 0.19 -1.91 -0.71
C -0.64 1.43 0.10
C -1.63 -0.74 0.34
O -0.64 2.28 0.97
H 2.09 0.78 -1.19
H 2.15 1.30 0.50
H 2.37 -0.42 0.08
H -0.08 -2.62 -0.10
H -1.38 1.42 -0.73
H -2.40 -1.18 -0.28
H -1.82 -0.41 1.34
```

---

Record 2
A single C4H6N2O molecule, computed with ωB97M-V/def2-TZVPD.

Computed properties:
Lowest unoccupied orbital energy in eV: 0.7380
Largest force on an atom in eV/Å: 0.75
Orbital gap in eV: 7.399

```
13
C4H6N2O (ωB97M-V/def2-TZVPD)
N 2.05 0.72 0.03
C 0.88 0.20 0.11
C 0.08 -0.96 0.21
O 0.60 -2.23 0.37
C -1.24 -0.66 -0.24
C -1.41 0.65 -0.57
N -0.13 1.30 -0.18
H 0.43 1.82 -0.85
H 2.82 0.07 0.12
H 0.35 -2.55 1.25
H -2.02 -1.40 -0.34
H -2.29 1.25 -0.74
H -0.24 1.88 0.65
```

---

- Number 1 is which compound?
  C4H7NO2

---

- Which of these has the highest largest force on an atom?
  C4H6N2O

---

- Which of these has the highest largest force on an atom?
  C4H6N2O